{
  "formula": "C72H198N18O18",
  "method": "ωB97M-V/def2-TZVPD",
  "elements": ["C", "C", "C", "O", "C", "N", "H", "H", "H", "H", "H", "H", "H", "H", "H", "H", "H", "C", "C", "C", "O", "C", "N", "H", "H", "H", "H", "H", "H", "H", "H", "H", "H", "H", "C", "C", "C", "O", "C", "N", "H", "H", "H", "H", "H", "H", "H", "H", "H", "H", "H", "C", "C", "C", "O", "C", "N", "H", "H", "H", "H", "H", "H", "H", "H", "H", "H", "H", "C", "C", "C", "O", "C", "N", "H", "H", "H", "H", "H", "H", "H", "H", "H", "H", "H", "C", "C", "C", "O", "C", "N", "H", "H", "H", "H", "H", "H", "H", "H", "H", "H", "H", "C", "C", "C", "O", "C", "N", "H", "H", "H", "H", "H", "H", "H", "H", "H", "H", "H", "C", "C", "C", "O", "C", "N", "H", "H", "H", "H", "H", "H", "H", "H", "H", "H", "H", "C", "C", "C", "O", "C", "N", "H", "H", "H", "H", "H", "H", "H", "H", "H", "H", "H", "C", "C", "C", "O", "C", "N", "H", "H", "H", "H", "H", "H", "H", "H", "H", "H", "H", "C", "C", "C", "O", "C", "N", "H", "H", "H", "H", "H", "H", "H", "H", "H", "H", "H", "C", "C", "C", "O", "C", "N", "H", "H", "H", "H", "H", "H", "H", "H", "H", "H", "H", "C", "C", "C", "O", "C", "N", "H", "H", "H", "H", "H", "H", "H", "H", "H", "H", "H", "C", "C", "C", "O", "C", "N", "H", "H", "H", "H", "H", "H", "H", "H", "H", "H", "H", "C", "C", "C", "O", "C", "N", "H", "H", "H", "H", "H", "H", "H", "H", "H", "H", "H", "C", "C", "C", "O", "C", "N", "H", "H", "H", "H", "H", "H", "H", "H", "H", "H", "H", "C", "C", "C", "O", "C", "N", "H", "H", "H", "H", "H", "H", "H", "H", "H", "H", "H", "C", "C", "C", "O", "C", "N", "H", "H", "H", "H", "H", "H", "H", "H", "H", "H", "H"],
  "xyz": [[21.367350, 13.164040, 12.174040], [21.507870, 14.230460, 11.129420], [21.370260, 13.753500, 9.642660], [21.447480, 14.891980, 8.735310], [20.971540, 14.701060, 7.395860], [20.537340, 15.314900, 11.354890], [20.346830, 12.787970, 12.246200], [21.682300, 13.457200, 13.175520], [22.091260, 12.366190, 12.008240], [22.503230, 14.649660, 11.276510], [20.353500, 13.422440, 9.431210], [22.137690, 13.014940, 9.410980], [19.911810, 14.454410, 7.460840], [21.472700, 13.922220, 6.821090], [21.038930, 15.640130, 6.846580], [20.797680, 16.015320, 10.675380], [19.691020, 14.875200, 11.022450], [17.630060, 15.668100, 9.250660], [17.185230, 15.459780, 10.669270], [15.707520, 15.265850, 10.882630], [15.518010, 14.962040, 12.274040], [14.201860, 14.796680, 12.636160], [17.793180, 14.245050, 11.053090], [17.506020, 16.713690, 8.968760], [17.207280, 14.995550, 8.504320], [18.705850, 15.824400, 9.171030], [17.531860, 16.300470, 11.270270], [15.446230, 14.452700, 10.205420], [15.197450, 16.178390, 10.574070], [13.736490, 14.125860, 11.913990], [13.732630, 15.776960, 12.552800], [13.977580, 14.409020, 13.629910], [17.427140, 13.554490, 10.413370], [17.436460, 14.001680, 11.966120], [10.950680, 17.385760, 17.771020], [9.983180, 16.292570, 17.423860], [10.618910, 15.138660, 16.545480], [11.224920, 15.495550, 15.331430], [10.375890, 16.096640, 14.305960], [9.443130, 15.750190, 18.640570], [11.362160, 17.914580, 16.911290], [11.772060, 16.965870, 18.351650], [10.550820, 18.082300, 18.507930], [9.142690, 16.714660, 16.872940], [9.820630, 14.412890, 16.390210], [11.391220, 14.607020, 17.101350], [9.468260, 15.517940, 14.134440], [10.962910, 16.273500, 13.404730], [9.955640, 17.038640, 14.658300], [8.493990, 15.577420, 18.341590], [9.268750, 16.510790, 19.281810], [14.111160, 8.521120, 12.784640], [15.192740, 9.459850, 12.238210], [16.272440, 9.802710, 13.311660], [15.943960, 10.744330, 14.323640], [15.509150, 12.012200, 13.908640], [15.842230, 8.781160, 11.140180], [14.441780, 7.572580, 13.207790], [13.357980, 8.268370, 12.038350], [13.510930, 8.961810, 13.580630], [14.755440, 10.376500, 11.842460], [17.106480, 10.326790, 12.844950], [16.685630, 8.930380, 13.818030], [16.224460, 12.386560, 13.176330], [15.497260, 12.687410, 14.764240], [14.455700, 12.048060, 13.631050], [16.208190, 7.946040, 11.574620], [15.155090, 8.452630, 10.476840], [9.929510, 18.769970, 11.735200], [10.575040, 19.733910, 10.719640], [9.639980, 20.366880, 9.764790], [10.266200, 21.352280, 8.960690], [9.435770, 21.974740, 8.012300], [11.332250, 20.706590, 11.481330], [9.117730, 19.251320, 12.280560], [10.739810, 18.360780, 12.338590], [9.441900, 17.954030, 11.201740], [11.264860, 19.157550, 10.103150], [8.739430, 20.740270, 10.252320], [9.217240, 19.566410, 9.157620], [9.034850, 21.291580, 7.263540], [9.869660, 22.808470, 7.460280], [8.565620, 22.340610, 8.557350], [11.864050, 20.061700, 12.048250], [10.694850, 21.070050, 12.175390], [18.755900, 10.682450, 3.975070], [19.149550, 11.865090, 3.082190], [18.963320, 13.123450, 3.899760], [17.594150, 13.403370, 4.287820], [17.482770, 14.667250, 4.960910], [20.522110, 11.661590, 2.586360], [17.845840, 10.907770, 4.531050], [19.509320, 10.704120, 4.762460], [18.850680, 9.702690, 3.506900], [18.565130, 11.964160, 2.167450], [19.486210, 13.893420, 3.332460], [19.536530, 13.102070, 4.826620], [17.881570, 15.509930, 4.396140], [18.031890, 14.580670, 5.898500], [16.474200, 14.885170, 5.312180], [20.825500, 12.466290, 2.056730], [20.620170, 10.922410, 1.905120], [8.059280, 9.988300, 15.554250], [9.262390, 10.839750, 15.965370], [9.996430, 11.503690, 14.673940], [10.804210, 10.547400, 14.073020], [11.466510, 10.943260, 12.800740], [8.847070, 11.883710, 16.922740], [8.321760, 9.068570, 15.031470], [7.339910, 10.539490, 14.948610], [7.543790, 9.652650, 16.454090], [9.906630, 10.154660, 16.516460], [10.525390, 12.423990, 14.921600], [9.209750, 11.819740, 13.988850], [12.278480, 11.664700, 12.709450], [10.711530, 11.257790, 12.080210], [11.866460, 10.014820, 12.393150], [7.939470, 12.279330, 16.723090], [9.485970, 12.612830, 17.206120], [16.276800, 12.484320, 19.687620], [16.663700, 13.419720, 18.561410], [15.501300, 14.441920, 18.223950], [15.871850, 15.351850, 17.230910], [14.825370, 15.733180, 16.385190], [17.921800, 14.031480, 18.922000], [15.994190, 13.036590, 20.583850], [17.032000, 11.841030, 20.139230], [15.382820, 11.919260, 19.423790], [16.821140, 12.775070, 17.696690], [15.142620, 14.909930, 19.140700], [14.773460, 13.703250, 17.888230], [15.135190, 16.536320, 15.716560], [14.030050, 16.188630, 16.975220], [14.526390, 14.875320, 15.782860], [17.620510, 14.989250, 19.031610], [18.402910, 14.106500, 18.037130], [26.852660, 19.066850, 12.497860], [26.316380, 18.172740, 13.597750], [25.075960, 17.353240, 13.202940], [23.897670, 18.187560, 13.239220], [22.733430, 17.547490, 12.891900], [27.486830, 17.317530, 13.938370], [26.918910, 18.462110, 11.593430], [27.825860, 19.450310, 12.804360], [26.191880, 19.922760, 12.360380], [26.030530, 18.852050, 14.400820], [24.887240, 16.476200, 13.822040], [25.259120, 16.911680, 12.223360], [22.558110, 17.504940, 11.816930], [21.935040, 18.207650, 13.230820], [22.657840, 16.544020, 13.310750], [28.154900, 18.020370, 14.220850], [27.907720, 16.940630, 13.101180], [12.511340, 12.335320, 9.456040], [13.265540, 11.025090, 9.124820], [12.381770, 9.939650, 8.577290], [13.118660, 8.709190, 8.534380], [12.186970, 7.592490, 8.300480], [14.253160, 11.450510, 8.116210], [12.122330, 12.905800, 8.612640], [13.223890, 13.036640, 9.890230], [11.749970, 12.235700, 10.229660], [13.803170, 10.622550, 9.983310], [11.924480, 10.114160, 7.603360], [11.462740, 9.867530, 9.158900], [11.345510, 7.838060, 7.652600], [11.635170, 7.197430, 9.153440], [12.791110, 6.789680, 7.877870], [13.764680, 11.670810, 7.260080], [14.782910, 10.638090, 7.834340], [17.965540, 23.764290, 9.135100], [18.485930, 22.920380, 7.931060], [18.909030, 21.479270, 8.334160], [19.320780, 20.712400, 7.217530], [20.037570, 19.540860, 7.516070], [17.373950, 22.893460, 6.960260], [17.373220, 24.610340, 8.786610], [18.808370, 24.042000, 9.768040], [17.341240, 23.139090, 9.773440], [19.358310, 23.266560, 7.376770], [18.092700, 20.993270, 8.868500], [19.678180, 21.445280, 9.105750], [21.009710, 19.922890, 7.827650], [20.270850, 18.974830, 6.614240], [19.585280, 18.921910, 8.290960], [16.554220, 22.500940, 7.400780], [17.634360, 22.152600, 6.325110], [9.052760, 13.517160, 10.743090], [8.609430, 14.880710, 10.185740], [9.698830, 15.624920, 9.410670], [10.708160, 15.948650, 10.375420], [11.935200, 16.340430, 9.768950], [7.378830, 14.711750, 9.440880], [9.421530, 12.778270, 10.031660], [8.192440, 13.077580, 11.247790], [9.886990, 13.569240, 11.442690], [8.261550, 15.430380, 11.060350], [9.235740, 16.462800, 8.889510], [10.117860, 15.024110, 8.603490], [12.465130, 15.423430, 9.511290], [12.570960, 16.859520, 10.486200], [11.831210, 16.880160, 8.827680], [6.557290, 14.679200, 10.027490], [7.173470, 15.594810, 8.995760], [12.227160, 20.021160, 5.940040], [12.599030, 19.086100, 7.113190], [13.577110, 17.991380, 6.776470], [13.883410, 17.140420, 7.815260], [14.600510, 15.998790, 7.359230], [13.303320, 19.930850, 8.065860], [13.094190, 20.321460, 5.351670], [11.714900, 20.950750, 6.188140], [11.611750, 19.610980, 5.139340], [11.669130, 18.683880, 7.515210], [14.558010, 18.368270, 6.486810], [13.240440, 17.547790, 5.839470], [15.583160, 16.425330, 7.157820], [14.188120, 15.442740, 6.517290], [14.688500, 15.265190, 8.160590], [13.816640, 19.285940, 8.649550], [14.010420, 20.295740, 7.443790], [16.740350, 19.929770, 4.504110], [16.014140, 19.775900, 3.119540], [14.896550, 18.649540, 3.121850], [14.356970, 18.505070, 1.788660], [13.292230, 17.529450, 1.620560], [15.443150, 21.057750, 2.733220], [17.212640, 19.001610, 4.825880], [16.076520, 20.221900, 5.317800], [17.563970, 20.632920, 4.380300], [16.814830, 19.469560, 2.446380], [14.097000, 18.978100, 3.785840], [15.200600, 17.682440, 3.522300], [13.003790, 17.350920, 0.584690], [12.363070, 17.967940, 1.984530], [13.529470, 16.564280, 2.068070], [14.805470, 21.489750, 3.386540], [14.879290, 20.793130, 1.938150], [17.920720, 11.904640, 7.562080], [17.596310, 10.996670, 8.802450], [18.823190, 10.472510, 9.639350], [19.777490, 9.767520, 8.868790], [20.941400, 9.269120, 9.584600], [16.608910, 11.656490, 9.642330], [18.287210, 12.849310, 7.963820], [17.061400, 12.030660, 6.903460], [18.718930, 11.484410, 6.950230], [17.125680, 10.120680, 8.356090], [18.354520, 9.781570, 10.340090], [19.307440, 11.288540, 10.175730], [21.418610, 10.133680, 10.046020], [21.669650, 8.677540, 9.029830], [20.641240, 8.575320, 10.369870], [16.366480, 10.940310, 10.311980], [15.751380, 11.726930, 9.113390], [12.529560, 7.729780, 20.899140], [13.513110, 8.328010, 19.899290], [12.809260, 9.066260, 18.740310], [13.815160, 9.547440, 17.856840], [13.338530, 10.277560, 16.773520], [14.446320, 9.200530, 20.583090], [12.047990, 8.424570, 21.587230], [13.127260, 7.032240, 21.485910], [11.752430, 7.151400, 20.399500], [14.062970, 7.517340, 19.421200], [12.191520, 9.873820, 19.133150], [12.110800, 8.392400, 18.244150], [14.199340, 10.753570, 16.303920], [12.754460, 11.135490, 17.106590], [12.884010, 9.659450, 15.999290], [14.929250, 9.725560, 19.868100], [13.843770, 9.920450, 20.955570], [16.143080, 19.127290, 10.508980], [14.745720, 19.472180, 11.079380], [14.582230, 18.905580, 12.476420], [13.239120, 19.081880, 12.932580], [13.032610, 18.425810, 14.162970], [14.582420, 20.924290, 11.066290], [16.217890, 18.042320, 10.435880], [16.991540, 19.411510, 11.131430], [16.260490, 19.561350, 9.516050], [14.000990, 18.964640, 10.466290], [15.322160, 19.396880, 13.108260], [14.786220, 17.838430, 12.388730], [13.525870, 18.940300, 14.987650], [13.234080, 17.355810, 14.111930], [11.976490, 18.578800, 14.385030], [15.436900, 21.237730, 10.628410], [14.702630, 21.305180, 11.993960], [18.184980, 16.861660, 14.577740], [19.033810, 15.696920, 15.160020], [18.394200, 14.302780, 14.965120], [19.165840, 13.400660, 15.710490], [18.981480, 12.012670, 15.497700], [20.376290, 15.633680, 14.537800], [18.809960, 17.748960, 14.678710], [17.285930, 16.952410, 15.187300], [17.886520, 16.643710, 13.552300], [19.037960, 15.880580, 16.234430], [18.428700, 13.999290, 13.918800], [17.374890, 14.244680, 15.346860], [19.195430, 11.812970, 14.447730], [17.926850, 11.822860, 15.697250], [19.598560, 11.390780, 16.146220], [20.809840, 14.817580, 14.945380], [20.313240, 15.364190, 13.566460]],
  "forces_ev_per_angstrom": [[0.25, -0.91, 0.26], [0.20, 1.12, -0.82], [-0.37, 0.91, -0.32], [1.04, 0.16, 0.05], [-0.41, -0.14, 1.08], [0.85, -0.53, 0.11], [-0.01, -0.22, -0.10], [-0.29, 0.73, -0.04], [-0.28, -0.47, -0.49], [0.24, 0.13, -0.34], [-0.11, -0.95, 0.55], [-0.06, -0.20, -0.25], [-0.25, -0.23, -0.19], [0.28, -0.15, 0.19], [0.27, 0.08, 0.27], [-0.20, 0.37, -0.08], [-0.91, 0.32, 0.16], [0.18, 2.31, -0.64], [0.14, 0.23, -0.15], [0.04, 0.84, 0.10], [1.64, -0.06, -0.41], [-1.44, 0.40, -0.88], [1.20, -1.23, 0.99], [-1.43, 0.25, -0.44], [0.20, -0.05, 0.09], [0.47, -1.49, 0.30], [0.15, 0.04, 0.22], [-0.62, -0.40, 0.22], [-0.67, 0.11, 0.20], [-0.48, -0.17, -0.06], [-0.65, 0.09, 0.05], [0.81, 0.02, 0.12], [0.05, -0.80, -0.04], [0.10, -0.32, 0.23], [0.91, 0.09, 0.39], [1.02, 0.30, -1.34], [-0.67, 0.55, 0.75], [-0.29, 0.79, -1.22], [-0.04, -0.10, 1.52], [-1.03, -0.70, 0.15], [-0.08, 0.02, 0.04], [0.37, -0.31, -0.26], [-0.49, 0.34, -0.40], [0.11, 0.24, -0.59], [-0.29, -0.12, -0.29], [0.09, 0.23, 0.28], [0.21, -0.65, -0.33], [-0.07, -0.32, 0.15], [0.37, 0.41, 0.06], [-0.45, -0.97, 0.54], [0.44, 0.22, 0.36], [-1.13, 0.60, 0.75], [-0.29, -0.80, 1.19], [0.25, 1.60, -0.61], [-1.20, -0.88, 1.09], [0.21, -0.07, 0.35], [0.95, 0.03, -0.17], [0.65, 0.04, -0.19], [0.16, 0.01, -0.43], [0.13, 0.30, 0.26], [-0.12, 0.20, 0.27], [0.34, -0.49, -0.93], [-0.34, -0.16, -0.01], [-0.38, 0.39, -0.45], [0.58, -0.10, 0.30], [-0.04, -0.33, -0.83], [0.44, -0.41, -0.36], [-0.24, 0.03, -0.21], [-0.68, -0.26, -1.67], [0.37, -0.22, 0.70], [-1.21, 0.28, -1.08], [0.68, -0.15, -0.10], [-1.13, -0.40, 0.64], [0.21, -0.17, 0.11], [0.33, 0.25, 0.46], [-0.35, 0.04, 0.24], [0.07, -0.37, 0.08], [0.40, -0.03, 0.05], [-0.10, 0.71, 0.44], [0.02, -0.31, -0.62], [0.10, -0.46, -0.17], [0.64, -0.13, 0.50], [-0.34, 0.41, -0.11], [0.97, 0.58, 0.23], [-0.40, 0.57, 0.11], [0.80, 0.61, 0.29], [-0.79, -1.36, -0.46], [0.56, 0.74, 0.62], [0.44, 0.51, -1.03], [0.61, -0.84, 0.60], [0.73, 0.84, 0.70], [-0.39, -0.47, -0.56], [0.29, -0.20, 0.08], [-0.56, 0.08, -0.07], [-0.96, -0.06, 0.28], [-0.66, 0.87, -0.24], [0.26, -0.47, 0.27], [-0.04, -0.05, -0.26], [0.46, 0.19, 0.17], [-0.28, -0.37, -0.69], [0.06, 0.43, 0.11], [-0.54, -0.45, 0.25], [-0.12, 0.09, 0.34], [0.50, 1.34, -0.83], [-1.18, -0.57, 1.32], [2.10, 0.26, -1.79], [-1.46, -1.40, 0.24], [-0.68, -0.61, -0.13], [0.33, 0.23, -0.20], [0.01, 0.12, -0.09], [-0.06, 0.12, 0.12], [0.62, 0.21, -0.32], [0.38, -0.01, 0.45], [-0.40, 0.04, -0.23], [0.02, 0.41, 1.24], [-0.35, 0.19, 0.10], [-0.03, -0.06, 0.22], [0.06, 0.01, -0.11], [0.25, -0.37, -0.32], [-1.37, 0.21, 0.98], [-0.36, -0.52, 0.35], [0.98, -2.35, 0.32], [0.88, 0.10, 0.13], [-0.11, 0.43, 0.07], [-0.02, 1.08, -0.77], [-0.25, 0.55, 0.03], [0.37, -0.15, -0.98], [0.01, -0.36, -0.04], [-0.07, 0.15, -0.41], [-0.04, 0.31, 0.08], [-0.84, 0.44, -0.32], [0.47, -0.16, -0.05], [-0.56, -0.39, -0.04], [-0.53, 0.01, 0.01], [0.62, 0.65, 0.67], [0.79, -0.05, -0.17], [-1.11, 0.51, -0.20], [0.37, -0.33, -0.62], [-0.38, 0.40, 0.05], [2.56, 0.22, 0.09], [-1.21, 0.12, -0.38], [-0.83, 0.09, 1.20], [0.22, 0.31, -0.26], [0.02, 0.01, -0.23], [-0.03, 0.04, -0.45], [0.17, -0.52, 0.58], [0.27, 0.10, 0.62], [-0.18, 0.21, -0.62], [0.40, -0.30, -0.46], [-0.21, -0.42, 0.41], [-0.23, 0.02, 0.18], [0.45, -0.27, 0.44], [-0.26, -0.17, -0.38], [0.44, -0.06, 1.06], [-0.49, 1.49, -1.43], [-0.64, -0.80, 0.38], [-2.01, -0.74, 0.13], [0.78, 0.30, -0.17], [0.12, -0.61, -0.26], [-0.24, -0.56, -0.33], [0.31, -0.08, 0.08], [-0.24, -0.23, -0.23], [-0.09, 0.15, 0.15], [0.58, 0.53, -0.59], [0.05, -0.41, 0.86], [0.42, 0.43, -0.67], [0.62, 0.33, 0.83], [-0.17, 0.08, -0.06], [-0.32, 0.42, -0.12], [0.36, -0.40, 0.00], [1.29, -0.92, -0.39], [-0.91, -0.85, 0.19], [-0.12, -0.04, 0.80], [-1.17, 0.45, -0.73], [1.08, 0.90, 0.16], [0.64, -0.53, -0.20], [0.31, 0.01, 0.04], [-0.09, 0.45, -0.01], [-0.25, -0.12, -0.12], [-0.03, 0.82, 0.30], [-0.66, -0.25, -0.22], [0.64, 0.51, -0.02], [0.36, -0.54, 0.64], [-0.63, 0.02, -0.11], [-0.13, -0.07, -0.01], [-0.36, 0.14, 0.44], [-0.03, -0.02, -0.73], [0.25, -0.13, 0.08], [-0.13, -0.90, 1.11], [-0.16, -0.57, 0.97], [-0.48, 0.59, -0.77], [-0.06, -0.95, -0.07], [-0.62, 0.28, -1.65], [-0.38, 0.21, -0.65], [0.06, -0.12, 0.13], [-0.15, 0.51, 0.31], [1.10, 0.68, 0.38], [0.22, 0.76, 0.27], [0.11, -0.48, 0.01], [0.31, -0.22, -0.18], [-0.31, 0.32, 0.01], [-0.27, 0.31, 0.38], [0.16, -0.68, 0.63], [0.24, 0.26, -0.68], [0.05, -0.38, -1.14], [0.06, 1.07, -0.16], [0.20, 0.35, -2.44], [-1.43, -1.75, 0.73], [0.67, 0.60, 0.79], [-0.32, 0.20, 0.30], [0.56, 0.11, 0.33], [0.14, -0.19, 0.79], [-0.30, -0.69, 0.26], [0.02, -0.13, 0.30], [0.16, 1.06, -0.42], [-0.33, -1.13, 0.01], [0.45, -0.69, -0.52], [-0.32, 0.51, -0.32], [-0.04, 0.27, 0.25], [0.10, 0.15, 0.51], [0.52, 0.75, 0.30], [-0.31, -0.64, -0.82], [-0.45, -0.80, 2.03], [-0.12, 0.53, -0.38], [0.03, -0.67, -0.24], [0.15, 1.12, 0.40], [0.34, -0.50, -1.15], [-0.08, -0.24, -0.11], [-0.12, 0.30, -0.09], [-0.25, 0.25, 0.10], [-0.26, 0.20, -0.48], [-0.23, 0.25, 0.17], [0.53, -0.22, -0.16], [0.99, 0.25, -0.35], [-0.08, -0.21, 0.80], [0.00, 0.08, 0.26], [0.11, -0.32, 0.54], [-0.25, 0.59, -0.48], [0.62, -0.58, 1.25], [0.89, -0.12, -1.99], [-0.68, 0.10, -0.25], [0.83, -0.70, -0.90], [-1.35, 0.73, 0.72], [0.73, -0.16, 0.88], [-0.17, 0.32, -0.24], [-0.15, 0.20, 0.24], [0.05, -0.17, 0.13], [0.17, -0.62, 0.01], [0.09, -0.03, 0.49], [-0.01, 0.28, 0.17], [0.34, -0.06, 0.11], [-0.44, 0.53, -0.93], [-0.33, 0.09, 0.34], [0.01, -0.11, 0.74], [0.01, 0.62, -0.39], [0.44, -0.62, -0.19], [-0.76, 0.29, -0.85], [0.29, -0.41, 0.26], [-0.15, -0.58, 0.82], [0.81, 0.82, -0.43], [-0.15, 0.30, 0.03], [0.14, 0.30, -0.18], [-0.23, -0.03, 0.29], [-0.05, 0.01, -0.06], [0.15, -0.14, 0.10], [0.01, 0.49, 0.11], [0.01, -0.25, -0.37], [0.28, -0.23, -0.09], [-0.78, -0.16, -0.04], [-0.57, 0.03, 0.14], [0.58, -0.12, -0.26], [-0.04, 0.34, 0.72], [-0.66, -0.98, 0.31], [0.83, 0.25, 0.47], [-0.29, -0.09, -0.88], [1.16, -0.31, 0.00], [-1.05, 0.70, 0.15], [0.56, 0.03, -0.28], [0.10, -0.07, -0.34], [-0.17, 0.43, 0.22], [-0.01, -0.02, -0.05], [-0.25, 0.19, -0.16], [-0.04, -0.07, 0.53], [0.21, -0.30, 0.40], [0.63, -0.25, 0.03], [0.24, -0.03, 0.13], [-0.18, -0.29, -0.04], [-0.10, 0.60, -0.47], [-0.51, -0.05, 0.43], [0.55, -1.20, 0.51], [-0.60, -0.54, -1.38], [-0.33, 0.11, 0.41], [1.57, -0.25, 1.28], [-1.03, 1.00, -0.50], [-0.22, 0.34, 1.23], [-0.25, 0.14, -0.31], [-0.04, 0.17, -0.04], [0.14, 0.27, -0.14], [0.71, -0.11, 0.10], [-0.13, 0.18, -0.42], [-0.44, 0.21, -0.15], [0.02, -0.43, -0.20], [-0.13, -0.63, -0.09], [0.13, 0.47, 0.05], [0.35, -0.05, 0.41], [-0.40, 0.46, -0.61]],
  "mulliken_charge": [-1.10, 0.10, 0.33, -0.45, -0.70, -0.31, -0.25, 0.34, 0.58, 0.49, -0.63, 0.61, 0.05, 0.39, 0.41, 0.49, -0.69, -0.70, 0.87, 1.45, 0.99, 0.91, 1.92, 0.21, 0.30, -0.16, 0.29, -0.90, -0.88, -0.25, -0.97, -0.52, -1.03, -1.36, -1.31, 0.53, -0.84, 0.12, -0.79, -0.76, 0.05, 0.36, 0.47, 0.40, -0.10, 0.50, 0.55, -0.24, 0.47, 0.32, 0.27, -1.53, 2.42, -1.26, -0.27, 0.14, -0.40, 0.41, 0.35, 0.01, -0.88, 0.10, 0.42, 0.47, -0.22, -0.06, 0.39, 0.14, -1.02, 3.09, -1.32, -0.29, -0.89, -0.56, 0.50, 0.05, -0.15, -1.75, 0.57, 0.36, 0.34, 0.27, 0.35, 0.32, 0.44, -1.18, 0.49, -0.43, -0.40, 0.08, -0.77, 0.17, 0.33, 0.41, 0.28, 0.36, 0.06, 0.50, -0.25, -0.05, 0.24, 0.26, -1.68, 0.75, -0.02, -0.46, -0.66, -0.59, 0.34, 0.39, 0.46, -0.04, 0.04, 0.16, 0.27, 0.50, 0.14, 0.25, 0.25, -1.52, 1.63, -0.74, -0.35, -0.05, -0.81, 0.36, 0.47, 0.00, -0.61, 0.32, 0.34, -0.10, 0.41, 0.08, 0.42, 0.30, -1.46, 0.43, -0.70, -0.41, -0.44, -0.78, 0.35, 0.45, 0.29, 0.31, 0.43, 0.26, 0.27, 0.22, 0.22, 0.30, 0.29, -0.39, 2.63, -1.31, -0.33, -0.89, -0.80, 0.77, -0.45, -0.76, -1.38, 0.47, 0.58, 0.37, 0.30, 0.28, 0.42, 0.15, -1.35, 0.35, -0.01, -0.33, -0.88, -0.74, 0.40, 0.41, 0.17, 0.38, -0.34, 0.56, 0.42, 0.27, 0.31, 0.30, 0.20, -1.48, 0.90, -0.95, 0.77, -0.21, -0.79, 0.31, 0.39, 0.14, 0.12, 0.09, 0.45, -0.17, -0.73, 0.43, 0.29, 0.31, -1.82, 1.09, -1.28, 0.81, -0.51, -0.27, 0.10, 0.37, 0.50, -0.16, 0.27, 0.76, 0.35, 0.44, -0.54, -0.30, 0.15, -1.01, 0.35, 0.25, -0.46, -0.69, -0.76, 0.30, -0.08, 0.42, 0.30, -0.26, 0.24, 0.28, 0.28, 0.26, 0.25, 0.37, -0.91, 0.58, -0.39, -0.42, -0.65, 1.16, -0.51, 0.43, 0.33, 0.51, 0.51, -0.14, 0.15, 0.30, 0.30, -0.71, -0.54, -1.52, 0.46, -0.88, -0.23, -0.45, -0.70, 0.35, 0.37, 0.38, 0.31, 0.37, 0.40, -0.08, 0.28, 0.26, 0.24, 0.32, -1.51, 2.63, -0.29, -0.53, -0.61, -0.47, -0.13, 0.70, 0.28, -1.80, 0.48, -0.37, 0.45, -0.04, 0.38, 0.10, 0.43, -1.01, 0.06, 1.46, -0.56, -0.25, -0.50, 0.51, 0.26, -0.26, 0.41, -0.25, -0.34, 0.02, -0.08, 0.37, 0.43, -0.13],
  "orbital_gap_ha": 0.3174,
  "total_energy_ev": -141536.7593,
  "max_force_ev_per_a": 2.770,
  "molar_mass_da": 1604.48,
  "e_lumo_ev": 0.2,
  "homo_ev": -8.48
}